# 1
86
Properties=species:S:1:pos:R:3:forces:R:3 method="wB97M-V/def2-TZVPD" charge=+1 homo_lumo_gap_ev=7.9221 homo_ev=-11.81 e_tot_ha=-2857.498023
C 7.1151 -4.0065 -0.6719 0.20 -0.21 -0.18
O 6.4276 -2.7891 -0.8822 -0.16 -0.09 -0.02
C 5.8428 -2.2651 0.2774 0.27 0.59 0.10
C 4.7142 -1.3169 -0.1328 0.20 -0.63 0.19
C 3.7383 -1.2073 1.0252 0.03 0.31 -0.07
N 2.5972 -0.2427 0.9037 0.71 0.50 -1.04
C 1.6745 -0.6037 -0.0813 -0.70 0.03 -0.29
N 1.9726 -0.7326 -1.4076 0.75 -0.44 0.85
O 1.7072 -1.9812 -1.9819 -0.37 0.87 0.08
C 0.5164 -1.8974 -2.7995 -0.47 -0.72 -0.54
C -0.4502 -3.0113 -2.3961 -0.10 0.38 -0.51
N -1.6877 -2.4575 -1.8477 -0.29 -0.44 0.74
C -2.4371 -3.4362 -1.0170 0.34 0.45 0.13
C -2.4730 -3.0551 0.4465 0.50 -0.64 0.13
C -2.7519 -4.2786 1.3203 -0.32 0.63 -0.40
O -3.4269 -2.0302 0.6347 0.06 0.13 -0.16
N 0.4283 -0.8216 0.2689 0.07 0.07 0.36
S -0.0999 -0.7030 1.9090 -0.01 -0.17 0.10
C 2.9730 1.1373 0.8994 -0.22 0.76 1.37
Cl 3.2775 1.9422 -0.6154 -0.01 -0.19 0.01
C 3.0870 1.8082 2.0695 -0.29 -0.53 -0.88
C 2.8425 1.2226 3.4171 0.25 -0.15 0.13
Cl 3.5543 3.4605 2.0893 0.05 0.00 -0.07
H 7.5162 -4.0914 0.3367 0.06 0.09 0.13
H 6.4713 -4.8647 -0.8672 -0.20 -0.03 0.09
H 7.9402 -4.0565 -1.3745 0.11 0.08 -0.07
H 5.4881 -3.0397 0.9628 -0.18 -0.25 -0.14
H 6.5899 -1.6838 0.8310 0.09 -0.08 0.16
H 5.1578 -0.3567 -0.3795 -0.15 0.19 -0.16
H 4.2704 -1.7711 -1.0142 -0.12 0.05 -0.13
H 4.2935 -0.8660 1.8954 -0.09 0.06 0.21
H 3.3130 -2.1740 1.2849 -0.09 -0.15 -0.09
H 2.8804 -0.3666 -1.6624 0.11 -0.26 -0.12
H 0.7639 -2.0260 -3.8501 0.52 0.11 -0.02
H 0.0591 -0.9228 -2.6984 -0.09 0.11 0.06
H 0.0437 -3.6536 -1.6712 -0.01 -0.02 0.19
H -0.6461 -3.6186 -3.2814 -0.03 -0.24 0.01
H -2.3108 -2.2426 -2.6122 0.18 0.52 -0.16
H -3.4687 -3.5040 -1.3549 -0.07 -0.23 -0.15
H -1.9384 -4.4021 -1.0729 -0.23 -0.27 -0.17
H -1.4648 -2.7090 0.7025 0.00 0.23 0.07
H -3.6026 -4.8127 0.9037 -0.06 -0.27 0.10
H -3.0099 -3.9542 2.3257 0.06 -0.11 0.20
H -1.8702 -4.9096 1.3512 0.01 -0.24 0.06
H -3.4761 -1.8677 1.5782 -0.15 0.13 0.20
H -0.2595 -1.1029 -0.4396 -0.15 -0.07 -0.07
H -1.0184 0.2543 1.6963 0.06 0.00 -0.19
H 1.9646 1.6539 3.8899 -0.09 0.17 -0.02
H 3.7001 1.4432 4.0488 0.04 0.08 0.11
H 2.7255 0.1469 3.3910 -0.12 -0.14 -0.15
C -6.3180 -1.8040 -1.9111 0.13 -0.03 -0.11
C -7.4945 -2.5182 -1.2674 0.19 0.27 0.26
C -8.3222 -1.5725 -0.4116 -0.11 -0.08 0.02
O -7.0198 -3.6105 -0.4785 -0.09 -0.15 -0.16
H -5.6520 -1.4064 -1.1395 -0.04 0.05 0.02
H -5.7371 -2.5023 -2.5166 -0.05 -0.01 -0.04
H -6.6430 -0.9802 -2.5482 -0.02 0.00 0.01
H -8.1265 -2.9560 -2.0403 0.02 -0.13 0.04
H -7.7132 -1.1594 0.3977 0.05 0.05 -0.05
H -9.1570 -2.1034 0.0454 -0.01 -0.01 -0.04
H -8.7174 -0.7451 -1.0021 0.01 0.01 0.01
H -6.4578 -3.2441 0.2120 0.03 0.03 0.04
C 2.6077 6.4342 5.9979 0.09 0.08 0.08
C 2.4347 7.3882 4.8258 -0.09 -0.42 -0.06
C 1.1990 7.0473 4.0065 -0.02 0.12 -0.08
O 3.5960 7.3647 3.9969 0.00 0.26 0.06
H 2.7363 5.4087 5.6376 -0.08 -0.01 -0.03
H 3.4968 6.6925 6.5726 -0.01 0.03 0.01
H 1.7435 6.4605 6.6629 -0.01 -0.02 -0.01
H 2.3543 8.4099 5.1971 0.09 0.05 -0.05
H 1.2867 6.0393 3.5883 0.00 -0.04 0.08
H 1.0912 7.7397 3.1716 0.00 0.03 0.03
H 0.2944 7.0912 4.6145 0.00 -0.02 0.00
H 3.6900 6.4710 3.6557 0.03 -0.08 -0.02
C -0.6458 2.7638 -5.0299 0.09 -0.15 -0.07
C -1.6942 1.9094 -4.3374 0.12 0.41 0.15
C -2.6035 2.7450 -3.4520 -0.10 -0.15 0.07
O -1.0576 0.8853 -3.5584 -0.04 -0.24 -0.05
H -0.0082 3.2591 -4.2918 -0.07 0.06 0.03
H -0.0021 2.1479 -5.6583 -0.04 0.00 -0.03
H -1.1087 3.5292 -5.6522 0.00 0.02 0.01
H -2.2913 1.3865 -5.0842 0.03 -0.14 0.04
H -2.0230 3.2397 -2.6677 0.04 0.06 -0.06
H -3.3469 2.1153 -2.9623 -0.02 -0.01 -0.04
H -3.1222 3.5100 -4.0293 0.01 0.02 0.00
H -0.5226 1.3268 -2.8902 0.00 0.15 -0.01

# 2
21
Properties=species:S:1:pos:R:3:forces:R:3 method="wB97M-V/def2-TZVPD" multiplicity=6 s2=8.773 charge=+2 homo_lumo_gap_ev="6.0911 / 5.1817" homo_ev="-13.60 / -18.95" e_tot_ha=-816.224599
O 1.9056 -0.4215 -3.9774 -1.57 -2.14 6.60
C 1.6469 -0.8015 -2.8763 2.55 1.51 -8.39
Ru 0.6400 -0.4697 -0.8623 1.79 -1.77 -1.20
O 0.3204 1.8890 -2.9206 0.37 -2.68 2.25
C 0.4197 1.0319 -2.1513 -1.51 6.13 -3.83
C 0.6431 -1.7278 0.6533 -0.49 -3.75 5.80
O 0.6147 -2.4081 1.5877 0.33 1.81 -3.01
C 2.0173 0.6020 0.0741 5.94 5.34 4.36
O 2.7781 1.2604 0.6611 -3.01 -2.71 -2.29
C -1.0903 -1.2110 -1.4222 -7.88 -2.78 -2.49
O -2.1577 -1.5851 -1.6806 3.73 1.32 1.08
H 1.5999 -1.8855 -1.0762 0.00 -0.49 0.82
C -1.9599 0.7463 3.6473 1.08 0.66 2.66
C -2.3648 0.9660 2.2137 -0.89 -0.53 -2.92
O -1.2566 1.3188 1.3690 -1.31 1.55 1.62
H -1.0472 0.1710 3.7418 -0.04 -0.42 -0.27
H -2.7813 0.2999 4.2018 -0.35 -0.47 -0.52
H -1.7984 1.6623 4.2048 0.18 0.48 -0.29
H -2.8109 0.0322 1.8183 0.63 0.36 0.02
H -3.1123 1.7853 2.1613 0.36 0.07 0.24
H -1.1171 2.3304 1.4877 0.09 -1.51 -0.26

# 3
40
Properties=species:S:1:pos:R:3:forces:R:3 method="wB97M-V/def2-TZVPD" multiplicity=2 s2=0.752 charge=-2 homo_lumo_gap_ev="3.7748 / 9.8217" homo_ev="1.26 / -4.94" e_tot_ha=-3675.979251
As -0.2891 -0.4882 0.0516 -2.04 -0.29 1.87
F 0.6298 -1.0411 -1.3551 1.36 -0.75 -2.30
F 0.2532 1.2191 -0.1872 1.04 1.62 -0.61
F -1.0968 0.0956 1.5606 -0.24 0.53 0.93
F -1.0211 -2.1201 0.4465 -0.39 -1.29 -0.10
F 1.1456 -0.9378 1.1029 1.34 -0.12 0.00
F -1.8333 -0.0193 -0.7668 -1.00 0.24 -1.04
O 0.3923 3.5739 1.0763 0.26 1.04 0.39
H 1.2417 3.3340 1.4467 0.11 -0.20 -0.02
H 0.0042 2.7413 0.8071 -0.15 -0.60 -0.36
O -0.1723 -3.0295 -3.7570 -0.27 -0.25 -0.64
H 0.2099 -2.1520 -3.7732 0.04 0.27 0.32
H 0.2821 -3.4759 -3.0425 0.28 -0.07 0.43
O 2.0247 -4.2232 -1.1729 1.26 -0.09 -1.18
H 1.1922 -4.4970 -0.7879 -0.35 -0.03 0.32
H 2.0617 -3.2793 -1.0184 0.24 0.38 0.19
O 1.6152 -1.1611 3.5372 0.64 -0.27 1.74
H 1.4446 -1.2246 2.5975 -0.39 0.08 -0.86
H 1.6124 -0.2213 3.7187 -0.15 0.12 -0.09
O 3.7130 -1.7642 -0.5901 0.64 -0.14 -0.29
H 3.0959 -1.1510 -0.9893 -0.55 0.20 -0.03
H 3.7673 -1.4884 0.3249 -0.30 0.03 0.30
O 1.9709 2.5709 -2.0699 0.32 0.51 -0.62
H 2.8594 2.2958 -1.8441 0.11 -0.09 0.07
H 1.4037 1.9555 -1.6053 -0.45 -0.62 0.72
O -2.2809 3.2501 2.5265 -0.43 0.27 0.77
H -2.3378 2.9378 1.6235 -0.01 -0.09 -0.75
H -1.6892 2.6331 2.9570 0.21 -0.21 -0.07
O -0.0774 -4.7506 -0.0042 -1.04 -1.17 0.43
H -0.7398 -4.0654 0.0854 -0.26 1.10 0.02
H -0.0719 -5.1915 0.8454 0.14 -0.01 0.19
O -3.7425 -0.6678 2.4119 -0.77 -0.32 0.37
H -3.2046 -0.6396 1.6206 0.67 0.05 -0.27
H -3.9818 0.2451 2.5720 0.14 0.26 -0.03
O -2.7333 2.9367 -0.3829 -0.65 0.20 0.35
H -2.7151 2.1160 -0.8751 0.26 -0.65 0.04
H -2.3169 3.5739 -0.9631 0.54 0.22 -0.12
O -0.5941 4.0480 -2.0065 -0.63 0.37 -0.42
H -0.0422 3.2812 -2.1600 0.24 -0.20 0.12
H 0.0202 4.7806 -1.9610 0.20 -0.01 0.21

# 4
27
Properties=species:S:1:pos:R:3:forces:R:3 method="wB97M-V/def2-TZVPD" charge=0 homo_lumo_gap_ev=9.2579 homo_ev=-8.31 e_tot_ha=-537.002407
C 3.7100 -0.5483 -0.1519 -1.54 1.71 -2.14
C 2.9297 0.6926 -0.3515 1.31 -2.15 2.42
C 1.5384 0.6506 -0.0992 1.34 0.17 0.16
C 0.9362 -0.5849 0.1920 0.36 0.14 -1.40
C 1.7794 -1.7024 0.2136 -2.12 0.34 -0.42
N 3.0551 -1.6843 -0.0316 1.63 -0.72 0.88
C -0.5641 -0.6075 0.1889 0.45 0.38 4.31
N -1.2647 -1.7568 -0.1981 1.75 0.32 -2.05
C -2.6418 -1.4519 -0.0834 -1.24 -1.98 -1.33
C -2.6964 0.0377 -0.2298 -0.26 3.36 1.04
C -1.2478 0.5466 -0.4459 -0.53 0.68 -0.66
C -0.7769 1.8150 0.2890 2.16 -2.26 1.56
C 0.7855 1.9567 0.0321 -0.70 0.65 -0.79
H 4.7887 -0.7345 -0.3650 -0.79 1.03 0.37
H 3.4760 1.6290 -0.2507 -0.22 0.03 -0.71
H 1.3565 -2.6893 0.3359 -0.18 -0.20 0.14
H -0.9244 -0.4334 1.3411 1.10 -0.09 -1.49
H -0.8026 -2.5915 0.0410 -0.37 -1.25 0.43
H -2.9791 -1.7116 0.9166 -0.72 -0.36 0.06
H -3.1954 -2.0083 -0.9401 0.42 0.86 1.78
H -2.9848 0.5574 0.7654 -0.12 -0.97 -1.61
H -3.3065 0.4334 -1.0456 -0.34 -0.29 0.33
H -1.0356 0.5987 -1.5305 0.16 -0.02 0.38
H -1.0093 1.6737 1.3838 0.44 -0.06 -0.89
H -1.0910 2.7759 0.1047 -1.71 1.88 -1.17
H 0.8719 2.6026 -0.9087 0.16 -1.01 1.07
H 1.2929 2.5351 0.8278 -0.43 -0.18 -0.26

What did the third record say?
40
Properties=species:S:1:pos:R:3:forces:R:3 method="wB97M-V/def2-TZVPD" multiplicity=2 s2=0.752 charge=-2 homo_lumo_gap_ev="3.7748 / 9.8217" homo_ev="1.26 / -4.94" e_tot_ha=-3675.979251
As -0.2891 -0.4882 0.0516 -2.04 -0.29 1.87
F 0.6298 -1.0411 -1.3551 1.36 -0.75 -2.30
F 0.2532 1.2191 -0.1872 1.04 1.62 -0.61
F -1.0968 0.0956 1.5606 -0.24 0.53 0.93
F -1.0211 -2.1201 0.4465 -0.39 -1.29 -0.10
F 1.1456 -0.9378 1.1029 1.34 -0.12 0.00
F -1.8333 -0.0193 -0.7668 -1.00 0.24 -1.04
O 0.3923 3.5739 1.0763 0.26 1.04 0.39
H 1.2417 3.3340 1.4467 0.11 -0.20 -0.02
H 0.0042 2.7413 0.8071 -0.15 -0.60 -0.36
O -0.1723 -3.0295 -3.7570 -0.27 -0.25 -0.64
H 0.2099 -2.1520 -3.7732 0.04 0.27 0.32
H 0.2821 -3.4759 -3.0425 0.28 -0.07 0.43
O 2.0247 -4.2232 -1.1729 1.26 -0.09 -1.18
H 1.1922 -4.4970 -0.7879 -0.35 -0.03 0.32
H 2.0617 -3.2793 -1.0184 0.24 0.38 0.19
O 1.6152 -1.1611 3.5372 0.64 -0.27 1.74
H 1.4446 -1.2246 2.5975 -0.39 0.08 -0.86
H 1.6124 -0.2213 3.7187 -0.15 0.12 -0.09
O 3.7130 -1.7642 -0.5901 0.64 -0.14 -0.29
H 3.0959 -1.1510 -0.9893 -0.55 0.20 -0.03
H 3.7673 -1.4884 0.3249 -0.30 0.03 0.30
O 1.9709 2.5709 -2.0699 0.32 0.51 -0.62
H 2.8594 2.2958 -1.8441 0.11 -0.09 0.07
H 1.4037 1.9555 -1.6053 -0.45 -0.62 0.72
O -2.2809 3.2501 2.5265 -0.43 0.27 0.77
H -2.3378 2.9378 1.6235 -0.01 -0.09 -0.75
H -1.6892 2.6331 2.9570 0.21 -0.21 -0.07
O -0.0774 -4.7506 -0.0042 -1.04 -1.17 0.43
H -0.7398 -4.0654 0.0854 -0.26 1.10 0.02
H -0.0719 -5.1915 0.8454 0.14 -0.01 0.19
O -3.7425 -0.6678 2.4119 -0.77 -0.32 0.37
H -3.2046 -0.6396 1.6206 0.67 0.05 -0.27
H -3.9818 0.2451 2.5720 0.14 0.26 -0.03
O -2.7333 2.9367 -0.3829 -0.65 0.20 0.35
H -2.7151 2.1160 -0.8751 0.26 -0.65 0.04
H -2.3169 3.5739 -0.9631 0.54 0.22 -0.12
O -0.5941 4.0480 -2.0065 -0.63 0.37 -0.42
H -0.0422 3.2812 -2.1600 0.24 -0.20 0.12
H 0.0202 4.7806 -1.9610 0.20 -0.01 0.21